Computed, not measured: a molecular structure, C23H43AlN2OP3Se at a distorted geometry, with wB97M-V/def2-TZVPD.

Values from the calculation:
charge: +3
multiplicity: 1
HOMO energy (alpha / beta): -16.97 / -16.97 eV
Kohn-Sham gap (alpha / beta): 4.8 / 4.6 eV

```
74
C23H43AlN2OP3Se, DFT wB97M-V/def2-TZVPD
Al -0.664 -0.349 0.250
P 1.275 2.035 0.397
P -2.097 0.029 2.418
P -1.835 1.858 -0.866
H 2.130 -1.043 -3.754
C 2.114 0.058 -3.894
C 2.846 0.858 -3.108
H 3.505 0.456 -2.313
C 3.023 1.533 0.698
C 0.943 3.026 1.918
C 1.666 3.369 -0.812
C -3.639 -0.968 2.440
C -1.393 -0.449 4.036
C -2.754 1.700 2.781
C -1.096 1.987 -2.537
C -1.917 3.584 -0.256
C -3.614 1.649 -1.302
H 1.508 0.454 -4.712
H 2.886 1.936 -3.272
H 3.283 0.724 0.006
H 3.168 1.177 1.723
H 3.688 2.386 0.514
H 0.710 2.347 2.745
H 0.086 3.693 1.763
H 1.826 3.627 2.186
H 1.949 2.898 -1.762
H 2.519 3.952 -0.437
H 0.823 4.044 -0.982
H -3.937 -1.174 3.479
H -3.452 -1.907 1.910
H -4.440 -0.429 1.926
H -2.213 -0.640 4.742
H -0.749 0.348 4.424
H -0.800 -1.365 3.919
H -3.222 1.694 3.776
H -3.507 1.992 2.037
H -1.938 2.433 2.778
H -1.837 2.440 -3.209
H -0.844 0.983 -2.909
H -0.187 2.591 -2.531
H -2.640 4.131 -0.876
H -0.950 4.098 -0.307
H -2.271 3.595 0.782
H -3.973 2.562 -1.806
H -4.204 1.471 -0.400
H -3.739 0.790 -1.975
C -2.140 -2.325 -2.373
C -0.998 -2.254 -3.193
C -0.929 -3.031 -4.348
C -1.946 -3.937 -4.649
C -3.043 -4.082 -3.791
C -3.112 -3.307 -2.643
Se -2.516 -1.200 -0.911
H -0.098 -1.691 -0.222
H -0.183 -1.578 -2.940
H -0.079 -2.938 -5.032
H -1.910 -4.543 -5.553
H -3.846 -4.786 -3.992
H -3.941 -3.406 -1.949
N 5.180 -2.600 3.710
C 4.663 -3.030 2.514
O 5.151 -3.982 1.889
C 3.452 -2.323 2.051
C 2.687 -1.495 2.893
C 1.561 -0.857 2.403
N 1.155 -1.015 1.105
C 1.866 -1.872 0.297
C 3.005 -2.508 0.742
H 6.033 -3.012 4.012
H 4.963 -1.661 4.048
H 2.937 -1.337 3.953
H 0.973 -0.177 3.024
H 1.535 -2.073 -0.720
H 3.550 -3.162 0.049
```

=====

Computed, not measured: 8 unconnected molecules or ions with the total composition H16O8 at a distorted geometry, with wB97M-V/def2-TZVPD.

Values from the calculation:
multiplicity: 1
SMILES string: O.O.O.O.O.O.O.O
HOMO energy: -10.84 eV
Kohn-Sham gap: 10.6 eV

```
24
H16O8, DFT wB97M-V/def2-TZVPD
O -9.300 -14.171 3.679
H -8.468 -13.696 3.468
H -9.352 -14.435 4.574
O -6.274 -16.776 4.387
H -6.137 -16.393 5.191
H -5.606 -17.459 4.284
O -3.443 -14.724 6.599
H -3.062 -15.401 6.055
H -4.277 -14.539 6.221
O -6.284 -14.238 6.367
H -6.140 -14.466 7.300
H -7.240 -14.203 6.269
O -3.899 -12.169 7.698
H -4.639 -11.603 7.856
H -4.214 -13.011 7.914
O -5.398 -15.348 8.685
H -4.518 -15.583 9.094
H -5.725 -14.691 9.339
O -8.958 -13.560 6.472
H -8.837 -12.632 6.347
H -9.653 -13.665 7.062
O -6.177 -12.825 9.778
H -6.275 -12.116 9.133
H -6.455 -12.403 10.604
```

=====

Computed, not measured: a molecular structure, C17H33As2Cl2ReS4Sb2 at a distorted geometry, with wB97M-V/def2-TZVPD.

Values from the calculation:
charge: +4
multiplicity: 1
HOMO energy (alpha / beta): -19.66 / -19.67 eV
Kohn-Sham gap (alpha / beta): 3.6 / 3.6 eV

```
61
C17H33As2Cl2ReS4Sb2, DFT wB97M-V/def2-TZVPD
Re 10.798 8.797 13.641
C 11.908 7.647 17.524
As 11.948 8.571 15.761
C 13.910 8.660 15.394
C 11.815 10.470 16.244
C 12.811 11.033 17.053
C 12.759 12.372 17.425
C 11.675 13.142 16.970
C 10.698 12.648 16.150
C 10.820 11.301 15.752
As 9.437 10.429 14.690
C 9.006 11.880 13.375
C 7.881 9.857 15.697
H 12.897 7.126 17.624
H 11.071 6.896 17.506
H 11.734 8.422 18.232
H 14.426 8.695 16.336
H 14.065 9.586 14.785
H 14.086 7.790 14.788
H 13.693 10.413 17.269
H 13.590 12.850 17.964
H 11.733 14.225 17.288
H 9.899 13.282 15.798
H 8.550 12.790 13.778
H 8.370 11.400 12.630
H 9.941 12.139 12.858
H 7.747 8.783 15.544
H 7.095 10.507 15.276
H 8.023 10.001 16.781
S 9.817 10.178 9.278
Sb 8.173 8.468 10.404
S 11.897 10.001 12.353
S 9.240 7.816 12.528
S 6.478 9.685 11.144
Cl 11.889 5.656 13.682
C 11.120 5.020 15.195
Cl 9.603 5.783 15.451
H 11.730 5.272 16.087
H 11.024 3.948 15.088
C 14.458 7.815 10.881
C 13.154 7.285 10.289
Sb 12.000 8.870 8.912
C 11.044 7.422 7.721
C 12.035 6.374 7.091
C 13.400 10.487 8.074
C 13.085 11.754 8.842
H 14.947 7.055 11.530
H 14.310 8.710 11.519
H 15.138 8.136 10.038
H 12.407 6.949 11.004
H 13.385 6.519 9.553
H 10.534 8.056 6.919
H 10.311 6.988 8.404
H 12.860 6.964 6.719
H 11.521 5.726 6.340
H 12.523 5.782 7.870
H 13.274 10.621 6.955
H 14.291 9.946 8.332
H 11.988 12.093 8.890
H 13.639 12.597 8.336
H 13.449 11.581 9.916
```

=====

Computed, not measured: a molecular structure, C13H32CaN2O5 at a distorted geometry, with wB97M-V/def2-TZVPD.

Values from the calculation:
multiplicity: 1
HOMO energy: -7.04 eV
Kohn-Sham gap: 7.3 eV

```
53
C13H32CaN2O5, DFT wB97M-V/def2-TZVPD
Ca -0.495 0.250 0.354
C -3.915 -1.951 1.855
C -2.691 -1.244 1.383
O -1.570 -1.806 1.529
O -2.800 -0.057 0.943
H -4.055 -1.846 2.931
H -3.883 -3.029 1.696
H -4.823 -1.531 1.422
C 4.025 1.073 -0.613
C 2.792 0.719 -1.440
C 3.078 -0.500 -2.411
O 1.573 0.518 -0.730
H 4.282 0.285 0.096
H 3.974 2.075 -0.188
H 4.853 1.000 -1.318
H 2.582 1.559 -2.101
H 3.188 -1.436 -1.864
H 4.010 -0.383 -2.963
H 2.314 -0.499 -3.188
C -0.939 1.556 3.810
C 0.261 1.857 2.923
C 1.397 0.825 2.913
O 0.949 -0.282 2.121
C 1.709 -1.441 2.092
N -0.189 2.168 1.581
H -1.532 0.732 3.414
H -1.607 2.401 3.977
H -0.510 1.186 4.741
H 0.679 2.776 3.334
H 1.706 0.594 3.933
H 2.185 1.382 2.408
H 1.541 -1.958 3.037
H 2.783 -1.300 1.973
H 1.576 -2.098 1.233
H -0.998 2.737 1.788
H 0.463 2.886 1.299
C -2.350 0.879 -3.717
C -1.928 0.290 -2.401
C -0.978 -0.841 -2.631
O -0.714 -1.417 -1.370
C -0.111 -2.687 -1.501
N -1.431 1.285 -1.561
H -1.425 0.896 -4.295
H -2.786 1.869 -3.851
H -2.869 0.113 -4.292
H -2.871 0.040 -1.915
H -0.008 -0.611 -3.071
H -1.413 -1.571 -3.314
H -0.829 -3.444 -1.816
H 0.377 -3.036 -0.591
H 0.726 -2.674 -2.199
H -2.203 1.793 -1.153
H -1.098 1.902 -2.288
```

=====

What is the formula in the second record?
H16O8

=====

multiplicity of number 2 (H16O8)?
1